Entry 1:
{
  "formula": "C36H66BF3O3PS3SiV",
  "method": "ωB97M-V/def2-TZVPD",
  "elements": ["V", "C", "C", "S", "C", "C", "S", "C", "C", "S", "H", "H", "H", "H", "H", "H", "H", "H", "H", "H", "H", "H", "C", "O", "C", "C", "O", "C", "H", "H", "H", "H", "H", "H", "H", "H", "H", "H", "F", "F", "B", "F", "C", "Si", "C", "C", "C", "C", "C", "C", "C", "H", "H", "H", "H", "H", "H", "H", "H", "H", "H", "H", "O", "P", "C", "C", "C", "C", "C", "C", "C", "C", "C", "C", "C", "C", "C", "C", "C", "C", "C", "C", "H", "H", "H", "H", "H", "H", "H", "H", "H", "H", "H", "H", "H", "H", "H", "H", "H", "H", "H", "H", "H", "H", "H", "H", "H", "H", "H", "H", "H", "H", "H", "H", "H"],
  "positions_angstrom": [[0.00865, 0.57302, 1.12156], [2.15162, 4.32931, 2.28637], [2.65711, 2.92909, 2.61921], [2.09518, 1.48492, 1.60924], [3.54891, 1.13879, 0.57775], [4.10587, 2.40593, -0.11775], [2.87437, 2.94158, -1.38679], [3.30167, 4.64999, -1.42898], [2.62506, 5.49799, -0.38223], [3.33522, 5.33822, 1.29270], [2.10312, 4.90465, 3.16058], [1.10737, 4.41474, 1.89271], [2.29367, 2.61736, 3.57998], [3.71835, 2.90682, 2.54966], [3.09673, 0.50972, -0.16325], [4.33538, 0.68180, 1.16646], [5.01643, 2.11405, -0.68195], [4.32961, 3.23134, 0.63964], [3.01481, 5.10732, -2.38092], [4.36590, 4.76548, -1.31494], [1.54523, 5.36001, -0.35528], [2.74393, 6.56493, -0.76249], [0.05815, -0.15781, 4.09594], [-0.83427, 0.35304, 3.09778], [-1.64965, 1.34808, 3.77745], [-2.14892, 2.34982, 2.77665], [-1.08280, 2.54039, 1.74338], [-1.50383, 3.39662, 0.67532], [-0.54461, -0.89426, 4.72617], [0.43896, 0.61594, 4.73565], [0.84770, -0.76833, 3.60376], [-1.00809, 1.89958, 4.45981], [-2.42214, 0.87626, 4.39195], [-2.53451, 3.30777, 3.12880], [-3.00622, 1.85124, 2.26092], [-2.42009, 2.94810, 0.20762], [-0.73548, 3.32439, -0.08458], [-1.66942, 4.41764, 1.08282], [0.28230, -1.47753, 1.11875], [2.23646, -1.40753, 0.08435], [1.42096, -2.36888, 0.75090], [0.85787, -3.35811, -0.13307], [1.18358, -4.16524, 3.42328], [2.46616, -3.35041, 2.28815], [3.59665, -4.57629, 1.30616], [3.56814, -2.12344, 3.25713], [3.11134, -1.49113, 4.40535], [3.72484, -0.41018, 4.97982], [4.89008, 0.06314, 4.39628], [5.46930, -0.55856, 3.29979], [4.78089, -1.61210, 2.74662], [0.22865, -3.68721, 3.28078], [1.50898, -4.09642, 4.45780], [1.02471, -5.24111, 3.19045], [4.44589, -4.78926, 1.93183], [4.02526, -4.03409, 0.39680], [3.02861, -5.35317, 0.92914], [2.25913, -1.89427, 4.97664], [3.38769, 0.00879, 5.89013], [5.29995, 0.97251, 4.75940], [6.41852, -0.07543, 2.92719], [5.33922, -2.07287, 1.83930], [-0.79868, 0.67301, -0.75695], [-1.45764, -0.17067, -1.80660], [-2.82784, 0.81304, -2.40957], [-3.46535, 0.43293, -3.77405], [-4.76528, 1.23824, -3.97296], [-4.72356, 2.60501, -3.21566], [-4.60526, 2.37402, -1.70825], [-3.89709, 1.05900, -1.34593], [-1.98350, -1.80653, -1.06583], [-2.43825, -1.63144, 0.41805], [-3.87199, -2.26769, 0.76106], [-4.23476, -3.44263, -0.12939], [-4.31251, -2.97536, -1.59675], [-2.88431, -2.63281, -2.05528], [-0.34193, -0.46955, -3.29025], [-0.74302, -1.47578, -4.36556], [-0.05709, -2.77259, -4.10427], [1.46994, -2.66604, -4.24573], [1.99503, -1.24897, -3.86933], [1.09492, -0.71223, -2.72402], [-2.34041, 1.82267, -2.60735], [-3.77563, -0.61252, -3.79741], [-2.67061, 0.52192, -4.53647], [-5.60654, 0.68202, -3.58910], [-5.03008, 1.48592, -5.01853], [-5.47838, 3.22087, -3.47096], [-3.81493, 3.13168, -3.61584], [-5.58738, 2.33381, -1.13431], [-4.10469, 3.24648, -1.19038], [-4.58644, 0.23763, -1.35036], [-3.55377, 1.16134, -0.32102], [-1.03198, -2.28128, -1.09955], [-2.47456, -0.54502, 0.55407], [-1.71327, -2.05464, 1.19018], [-4.57025, -1.42679, 0.55492], [-3.93220, -2.62048, 1.75645], [-5.22531, -3.79905, 0.22205], [-3.48351, -4.25630, -0.09789], [-4.97025, -2.14164, -1.58767], [-4.74406, -3.69003, -2.31284], [-3.03918, -2.09919, -3.06147], [-2.28126, -3.52671, -2.23961], [-0.26155, 0.53566, -3.84673], [-0.35336, -1.20131, -5.38389], [-1.77249, -1.68358, -4.55318], [-0.40934, -3.59978, -4.71637], [-0.27089, -3.13484, -3.11380], [1.79249, -2.88168, -5.22930], [1.94434, -3.31867, -3.55160], [1.99093, -0.60383, -4.69796], [2.97541, -1.33421, -3.43866], [1.44450, 0.15721, -2.22515], [1.06864, -1.42528, -1.93675]],
  "lowdin_charge": [0.7685, -0.4747, -0.4219, 0.8912, -0.4599, -0.4821, 0.8726, -0.6060, -0.5408, 0.8901, 0.0384, 0.0858, 0.0614, 0.0581, 0.0350, 0.0699, 0.0923, 0.0332, 0.0833, 0.0742, 0.0649, 0.0995, -0.0691, -0.2903, -0.1433, -0.1037, -0.3063, -0.0664, 0.1372, 0.0888, 0.0716, 0.1245, 0.1520, 0.1416, 0.1363, 0.0780, 0.0850, 0.1153, -0.0926, 0.0219, -0.9455, 0.0414, -0.1811, 0.7288, -0.1697, -0.2437, -0.1517, -0.0936, -0.1019, -0.1136, -0.1134, 0.0080, 0.0175, 0.0462, 0.0161, 0.0594, -0.0071, 0.1029, 0.0955, 0.0918, 0.1300, 0.1407, -0.3978, 0.8804, -0.3549, -0.1693, -0.1591, -0.1786, -0.1911, -0.2037, -0.2726, -0.1429, -0.1644, -0.2012, -0.1873, -0.1612, -0.2921, -0.2084, -0.2077, -0.1544, -0.1408, -0.1836, 0.1461, 0.0855, 0.1152, 0.1055, 0.1214, 0.0660, 0.1285, 0.1327, 0.1087, 0.0995, 0.0832, 0.0697, 0.0560, 0.1226, 0.1080, 0.0897, 0.1206, 0.1288, 0.0825, 0.1211, 0.0890, 0.1125, 0.1515, 0.1441, 0.0784, 0.1216, 0.0873, 0.0967, 0.1030, 0.0927, 0.1065, 0.0720, 0.0734],
  "s2": 0.76,
  "total_energy_ha": -4730.8267,
  "spin_multiplicity": 2,
  "relative_energy_kcal_mol": 12.2,
  "charge": 1
}

Entry 2:
{
  "formula": "C36H66Br8N2O5",
  "method": "ωB97M-V/def2-TZVPD",
  "elements": ["C", "C", "C", "N", "C", "H", "H", "H", "H", "H", "C", "C", "C", "N", "C", "H", "H", "H", "H", "H", "C", "C", "C", "O", "C", "H", "H", "H", "H", "H", "H", "H", "H", "C", "C", "C", "O", "C", "H", "H", "H", "H", "H", "H", "H", "H", "C", "C", "C", "O", "C", "H", "H", "H", "H", "H", "H", "H", "H", "C", "C", "C", "O", "C", "H", "H", "H", "H", "H", "H", "H", "H", "C", "C", "C", "O", "C", "H", "H", "H", "H", "H", "H", "H", "H", "Br", "C", "C", "Br", "H", "H", "H", "H", "Br", "C", "C", "Br", "H", "H", "H", "H", "Br", "C", "C", "Br", "H", "H", "H", "H", "Br", "C", "C", "Br", "H", "H", "H", "H"],
  "positions_angstrom": [[-1.07363, 8.94922, 2.80000], [-0.19248, 8.33653, 3.70549], [-0.72106, 8.30851, 4.96720], [-1.96955, 8.88505, 4.82299], [-2.13094, 9.30777, 3.49200], [-0.94050, 9.13380, 1.74425], [0.74192, 7.99046, 3.28893], [-0.31083, 7.86060, 5.86022], [-2.60445, 9.12948, 5.56949], [-2.97421, 9.88606, 3.14432], [4.36633, 7.55255, -4.20536], [4.93934, 7.98811, -2.96948], [4.70257, 9.30724, -2.93791], [3.97920, 9.72539, -4.03598], [3.85805, 8.65302, -4.90856], [4.42702, 6.53871, -4.57258], [5.25911, 7.39783, -2.12348], [4.89755, 10.01230, -2.14338], [3.77520, 10.66657, -4.34041], [3.54236, 8.76441, -5.93537], [-0.95102, 2.23670, -9.34472], [0.23407, 1.40623, -8.78818], [0.03515, 0.02435, -9.42115], [-1.44236, -0.09186, -9.41490], [-2.01639, 1.17666, -9.02203], [-0.87051, 2.37388, -10.42306], [-1.01433, 3.20885, -8.85582], [0.22669, 1.29047, -7.70437], [1.25730, 1.72473, -8.98729], [0.53081, -0.78137, -8.87965], [0.41231, 0.07416, -10.44261], [-2.34718, 1.10996, -7.98558], [-2.83185, 1.51439, -9.66161], [-5.25747, -8.38111, -1.25520], [-5.29207, -7.16181, -0.35520], [-4.70692, -6.10939, -1.33368], [-3.58050, -6.94404, -1.70910], [-3.83596, -8.25369, -1.61295], [-6.02512, -8.20901, -2.00965], [-5.50713, -9.29825, -0.72173], [-4.65417, -7.30670, 0.51669], [-6.20817, -6.80959, 0.11892], [-4.30215, -5.29582, -0.73169], [-5.36779, -5.74892, -2.12198], [-3.33245, -8.64903, -0.73075], [-3.67887, -8.83336, -2.52257], [0.73346, 1.68733, 0.08336], [1.43049, 0.46065, 0.43971], [0.76101, -0.65782, -0.33843], [0.29242, 0.08178, -1.52702], [0.30779, 1.47990, -1.37084], [1.19136, 2.62123, 0.40933], [-0.24272, 1.75658, 0.56332], [1.35095, 0.21470, 1.49862], [2.50394, 0.52275, 0.26102], [-0.07601, -1.12525, 0.18023], [1.48137, -1.39675, -0.68939], [-0.59139, 1.96599, -1.74940], [1.11195, 1.92430, -1.95729], [0.89556, -7.24145, 3.12804], [1.09433, -8.61152, 3.66013], [0.27748, -8.67646, 4.93959], [0.56066, -7.38633, 5.50711], [0.71619, -6.42890, 4.48727], [-0.00457, -7.17818, 2.51659], [1.80016, -7.01422, 2.56398], [2.16971, -8.76930, 3.74238], [0.78318, -9.37683, 2.94908], [0.38854, -9.48866, 5.65799], [-0.76755, -8.88405, 4.70953], [1.67525, -5.94200, 4.66397], [-0.18057, -5.81243, 4.42490], [4.17031, 4.26057, 7.73606], [3.56624, 3.31908, 6.74822], [3.77484, 1.99224, 7.51481], [3.62567, 2.30701, 8.89913], [3.79744, 3.64690, 9.09732], [3.79394, 5.26050, 7.52021], [5.24108, 4.14868, 7.56562], [4.14651, 3.24867, 5.82821], [2.50918, 3.53819, 6.59749], [4.79087, 1.63774, 7.34128], [3.07617, 1.24488, 7.13876], [4.53070, 3.82857, 9.88308], [2.83883, 4.12639, 9.29546], [-10.83684, 0.88516, 1.20414], [-9.22508, 1.57352, 0.21214], [-8.43230, 0.38959, -0.25833], [-7.16318, 0.94485, -1.64295], [-8.78377, 2.39384, 0.77820], [-9.58789, 2.04759, -0.69985], [-9.01757, -0.44954, -0.63440], [-7.83651, 0.08005, 0.60035], [7.86697, 0.71990, -2.43222], [7.40344, -0.84764, -3.61415], [6.50130, -0.35683, -4.79549], [6.44491, -1.85969, -6.20915], [6.88275, -1.63667, -3.07155], [8.37375, -1.23994, -3.91863], [6.85718, 0.60779, -5.15740], [5.49190, -0.32460, -4.38540], [1.27036, -9.52858, -5.88830], [2.75534, -8.56155, -5.01259], [2.68501, -8.44325, -3.51775], [4.46050, -8.02582, -2.68914], [2.82040, -7.59158, -5.50558], [3.60707, -9.13851, -5.37283], [2.28989, -9.40294, -3.18463], [2.08447, -7.57768, -3.23805], [-3.38616, 0.95610, 6.98310], [-4.04238, 2.47907, 5.91681], [-5.19778, 3.16353, 6.66731], [-6.87476, 2.23053, 6.10397], [-4.41547, 2.00889, 5.00695], [-3.24469, 3.20417, 5.75548], [-5.21375, 4.24143, 6.50620], [-5.10628, 3.11389, 7.75233]],
  "lowdin_charge": [-0.1417, -0.1324, -0.1234, 0.0061, -0.1517, 0.1029, 0.0907, 0.1032, 0.1383, 0.1082, -0.1144, -0.1164, -0.1732, 0.0003, -0.1209, 0.0817, 0.0956, 0.1057, 0.1417, 0.0998, -0.1481, -0.2001, -0.1684, -0.1518, -0.2151, 0.1123, 0.1094, 0.1088, 0.1042, 0.1136, 0.1086, 0.1174, 0.1094, -0.1884, -0.1886, -0.1329, -0.1251, -0.3110, 0.1186, 0.1184, 0.1128, 0.1079, 0.1161, 0.1186, 0.1252, 0.1287, -0.1968, -0.2109, -0.1393, -0.1486, -0.2220, 0.1192, 0.1121, 0.1145, 0.1174, 0.1156, 0.1151, 0.1175, 0.1064, -0.1635, -0.2152, -0.1865, -0.1457, -0.1821, 0.1056, 0.1065, 0.1142, 0.1112, 0.1171, 0.1100, 0.1154, 0.1132, -0.1878, -0.1846, -0.1872, -0.1197, -0.2424, 0.1133, 0.1124, 0.1138, 0.1136, 0.1151, 0.1166, 0.1222, 0.1148, 0.5582, -0.6598, -0.7169, 0.6100, 0.0647, 0.0375, 0.0521, 0.0544, 0.5445, -0.6477, -0.5896, 0.5072, 0.0546, 0.0374, 0.0463, 0.0471, 0.5847, -0.7005, -0.6464, 0.5612, 0.0562, 0.0391, 0.0512, 0.0541, 0.5805, -0.6804, -0.6503, 0.5696, 0.0215, 0.0587, 0.0588, 0.0411],
  "total_energy_ha": -22488.8551,
  "smiles": "c1cc[nH]c1.c1cc[nH]c1.C1CCOC1.C1CCOC1.C1CCOC1.C1CCOC1.C1CCOC1.BrCCBr.BrCCBr.BrCCBr.BrCCBr",
  "relative_energy_kcal_mol": 0.0,
  "charge": 0
}

Which of these has the lowest charge?
C36H66Br8N2O5

Which of these has the lowest charge?
C36H66Br8N2O5

charge of number 2 (C36H66Br8N2O5)?
0

Look up the charge of the second one.
0